The following is a DFT calculation (wB97M-V/def2-TZVPD) of a structure of composition C5H12N2.

Geometry as ORCA input:
```
! wB97M-V def2-TZVPD RIJCOSX def2/J DEFGRID3
* xyz 0 1
C -1.470 0.417 1.183
C -1.930 -0.997 -0.783
N -1.097 0.049 -0.187
H -1.096 0.883 -0.769
H -2.482 0.831 1.233
H -1.420 -0.470 1.815
H -2.971 -0.671 -0.888
H -1.897 -1.883 -0.151
H -1.521 -1.258 -1.757
H -0.753 1.156 1.540
C 2.471 1.502 0.027
C 1.132 -1.438 -0.306
N 1.206 1.051 -0.518
C 0.830 -0.135 -0.354
H 2.812 0.887 0.872
H 3.253 1.478 -0.741
H 2.375 2.538 0.360
H 0.453 -2.184 0.074
H 2.104 -1.758 -0.653
*
```

Summary:
orbital gap	8.05	eV
HOMO	-7.19	eV
energy relative to the best compared isomer or geometry (same formula, charge and spin)	3.078	eV


The following is a DFT calculation (wB97M-V/def2-TZVPD) of an isolated molecule of C6H10O.

Geometry as ORCA input:
```
! wB97M-V def2-TZVPD RIJCOSX def2/J DEFGRID3
* xyz 0 1
C 2.220 0.077 0.014
C 0.744 -0.173 0.029
C 0.073 -1.186 0.580
C -1.419 -1.095 0.375
C -1.586 0.160 -0.513
C -0.200 0.842 -0.582
O -0.128 2.088 0.104
H 2.432 1.097 0.351
H 2.611 -0.008 -1.008
H 2.768 -0.627 0.648
H 0.535 -2.007 1.125
H -1.953 -1.013 1.332
H -1.814 -1.995 -0.112
H -1.915 -0.121 -1.518
H -2.324 0.866 -0.121
H 0.079 1.093 -1.611
H -0.275 1.900 1.041
*
```

Summary:
orbital gap	10.19	eV
HOMO	-9.22	eV
energy relative to the best compared isomer or geometry (same formula, charge and spin)	0.016	eV


The following is a DFT calculation (wB97M-V/def2-TZVPD) of a structure of composition C22H56AlF3O24S8.

Geometry as ORCA input:
```
! wB97M-V def2-TZVPD RIJCOSX def2/J DEFGRID3
* xyz 2 1
Al -8.195 -32.237 -14.281
C -12.029 -35.648 -16.156
F -11.020 -36.438 -16.420
F -13.040 -35.873 -16.959
F -12.437 -35.852 -14.911
S -11.433 -33.827 -16.349
O -11.169 -33.698 -17.765
O -12.470 -32.950 -15.836
O -10.266 -33.718 -15.464
O -10.868 -32.011 -13.264
S -12.059 -32.568 -12.663
O -12.307 -33.973 -12.758
O -11.985 -32.156 -11.098
C -12.880 -32.883 -10.247
C -12.947 -32.164 -8.897
C -13.473 -31.526 -13.190
H -12.583 -33.922 -10.118
H -13.887 -32.809 -10.666
H -12.909 -31.081 -8.992
H -12.151 -32.485 -8.225
H -13.868 -32.461 -8.396
H -13.192 -30.538 -12.838
H -14.440 -31.952 -12.939
H -13.412 -31.611 -14.275
O -7.484 -29.489 -10.673
S -6.339 -29.978 -11.389
O -6.439 -30.872 -12.533
O -5.435 -28.773 -11.917
C -5.796 -27.449 -11.477
C -4.740 -26.457 -11.945
C -5.187 -30.705 -10.192
H -5.698 -27.410 -10.390
H -6.797 -27.144 -11.777
H -4.575 -26.489 -13.021
H -3.806 -26.716 -11.445
H -4.986 -25.442 -11.638
H -4.765 -29.923 -9.564
H -4.358 -31.228 -10.669
H -5.634 -31.464 -9.551
O -5.321 -28.157 -14.810
S -6.555 -28.514 -15.431
O -7.158 -29.812 -15.204
O -7.646 -27.356 -15.131
C -7.205 -25.979 -15.123
C -7.791 -25.174 -16.267
C -6.477 -28.296 -17.259
H -6.116 -25.951 -15.120
H -7.543 -25.468 -14.219
H -7.269 -25.434 -17.188
H -7.686 -24.101 -16.116
H -8.855 -25.398 -16.338
H -7.488 -28.175 -17.637
H -5.992 -29.146 -17.739
H -5.821 -27.456 -17.481
O -8.803 -34.710 -13.085
S -9.013 -36.132 -12.869
O -8.879 -37.057 -13.957
O -7.912 -36.582 -11.778
C -8.017 -37.872 -11.137
C -6.693 -38.641 -11.084
C -10.563 -36.461 -12.034
H -8.719 -38.444 -11.750
H -8.513 -37.836 -10.166
H -6.149 -38.595 -12.024
H -6.934 -39.682 -10.876
H -6.016 -38.263 -10.319
H -10.430 -36.210 -10.986
H -10.747 -37.530 -12.136
H -11.370 -36.009 -12.605
O -7.006 -35.726 -17.994
S -6.509 -35.384 -16.684
O -7.240 -34.408 -15.895
O -6.339 -36.665 -15.736
C -5.805 -37.903 -16.259
C -5.259 -38.702 -15.098
C -4.817 -34.897 -16.982
H -5.084 -37.815 -17.073
H -6.685 -38.378 -16.696
H -4.399 -38.231 -14.613
H -4.847 -39.654 -15.434
H -6.002 -38.845 -14.318
H -4.351 -35.560 -17.701
H -4.317 -34.738 -16.025
H -4.777 -33.871 -17.357
O -10.085 -30.604 -15.797
S -10.529 -29.568 -16.685
O -9.952 -28.257 -16.660
O -10.409 -30.192 -18.179
C -10.693 -29.292 -19.266
C -11.595 -30.044 -20.232
C -12.318 -29.469 -16.537
H -9.732 -29.073 -19.735
H -11.130 -28.340 -18.960
H -11.077 -30.957 -20.521
H -11.921 -29.413 -21.055
H -12.492 -30.381 -19.707
H -12.474 -29.102 -15.523
H -12.757 -30.460 -16.643
H -12.814 -28.819 -17.254
O -11.311 -28.579 -13.555
S -10.073 -28.775 -12.827
O -9.100 -29.737 -13.281
O -9.328 -27.361 -12.608
C -10.187 -26.175 -12.591
C -9.565 -25.236 -11.578
C -10.470 -29.157 -11.074
H -11.176 -26.499 -12.269
H -10.287 -25.779 -13.601
H -8.500 -25.040 -11.699
H -9.728 -25.710 -10.607
H -10.034 -24.259 -11.460
H -9.690 -28.702 -10.473
H -10.414 -30.240 -10.995
H -11.454 -28.716 -10.942
*
```

Summary:
orbital gap	3.69	eV
HOMO	-14.80	eV
energy relative to the best compared isomer or geometry (same formula, charge and spin)	0.000	eV


The following is a DFT calculation (wB97M-V/def2-TZVPD) of a structure of composition C18H64O20Rb.

Geometry as ORCA input:
```
! wB97M-V def2-TZVPD RIJCOSX def2/J DEFGRID3
* xyz 1 1
Rb -0.195 -0.895 0.167
O -1.302 -3.158 -1.527
H -1.360 -3.310 -2.471
H -2.170 -3.384 -1.194
O -0.661 -4.959 2.415
H -0.957 -5.827 2.142
H -1.166 -4.770 3.205
O -3.967 -0.984 -2.434
H -4.405 -0.452 -1.769
H -3.050 -0.713 -2.392
O 1.424 -2.991 1.481
H 1.880 -2.866 2.313
H 1.134 -3.903 1.501
O -2.662 -3.291 1.525
H -2.543 -2.532 2.097
H -1.958 -3.890 1.773
O 3.126 -4.378 -0.883
H 3.971 -4.052 -1.194
H 2.938 -3.853 -0.105
C 1.928 1.890 1.293
C 2.734 0.921 0.402
O 2.333 0.719 -0.961
O 0.690 1.310 1.713
H 1.688 2.867 0.874
H 2.486 2.104 2.205
H 2.648 -0.028 0.931
H 3.797 1.162 0.436
H 2.207 1.479 -1.534
H 0.368 1.767 2.494
C -0.809 3.769 -1.337
C 0.630 4.216 -1.723
O 1.530 3.239 -1.850
O -1.593 3.228 -2.373
H -1.295 4.656 -0.931
H -0.713 3.030 -0.540
H 1.000 4.945 -1.003
H 0.654 4.870 -2.595
H 2.403 3.638 -1.868
H -1.608 3.880 -3.077
C -3.063 -0.781 3.222
C -3.326 0.386 2.190
O -3.406 -0.082 0.807
O -1.689 -1.020 3.334
H -3.659 -1.634 2.895
H -3.387 -0.595 4.246
H -2.612 1.204 2.284
H -4.314 0.759 2.458
H -4.069 0.419 0.326
H -1.279 -0.241 3.717
C 0.241 -6.338 -2.294
C 0.463 -6.588 -0.794
O 1.818 -6.869 -0.470
O 0.483 -7.665 -2.910
H 1.098 -5.702 -2.516
H -0.785 -6.054 -2.527
H -0.294 -7.292 -0.448
H 0.258 -5.711 -0.180
H 2.406 -6.124 -0.617
H 1.225 -8.058 -2.444
C 0.951 1.376 5.086
C 0.608 1.315 6.568
O -0.456 2.232 6.893
O -0.233 1.216 4.342
H 1.617 0.553 4.827
H 1.460 2.314 4.860
H 1.424 1.416 7.283
H 0.169 0.350 6.818
H -0.040 3.010 7.273
H -0.824 1.695 4.928
C -0.726 0.354 -3.754
C -1.554 0.949 -4.930
O -2.922 0.480 -5.182
O -1.165 0.612 -2.443
H 0.305 0.665 -3.920
H -0.684 -0.728 -3.873
H -1.042 0.817 -5.884
H -1.471 2.020 -4.745
H -3.206 0.511 -6.098
H -1.439 1.531 -2.401
C -2.612 5.949 1.878
C -1.681 5.372 2.857
C -1.445 3.861 2.668
O -0.462 6.068 2.604
H -3.632 5.613 2.063
H -2.340 5.754 0.841
H -2.551 7.030 1.754
H -1.950 5.560 3.896
H -1.249 3.643 1.619
H -2.384 3.369 2.920
H -0.620 3.424 3.232
H -0.685 6.978 2.396
C 3.271 0.266 -4.388
C 3.569 -1.096 -3.757
C 4.390 -2.048 -4.744
O 4.394 -0.875 -2.669
H 2.591 0.131 -5.230
H 4.127 0.721 -4.886
H 2.812 0.935 -3.660
H 2.663 -1.652 -3.520
H 4.584 -3.006 -4.262
H 5.314 -1.556 -5.047
H 3.880 -2.298 -5.675
H 3.982 -0.299 -2.021
*
```

Summary:
orbital gap	8.99	eV
HOMO	-11.20	eV


The following is a DFT calculation (wB97M-V/def2-TZVPD) of a cluster of 8 separate species, C20H36N4O4 in total.

Geometry as ORCA input:
```
! wB97M-V def2-TZVPD RIJCOSX def2/J DEFGRID3
* xyz 0 1
C 0.252 -3.233 -4.189
C -1.145 -3.454 -4.017
C -1.373 -3.568 -2.672
N -0.179 -3.424 -2.033
C 0.823 -3.238 -2.950
H 0.730 -3.025 -5.132
H -1.853 -3.519 -4.825
H -2.293 -3.807 -2.167
H -0.051 -3.659 -1.062
H 1.856 -3.148 -2.660
C 2.312 -1.028 3.746
C 2.634 -1.275 5.106
C 2.952 -0.068 5.672
N 2.754 0.903 4.725
C 2.407 0.321 3.541
H 2.044 -1.776 3.020
H 2.720 -2.215 5.626
H 3.201 0.228 6.677
H 3.051 1.857 4.824
H 2.190 0.860 2.635
C -0.655 1.325 -1.335
C 0.611 1.819 -0.891
C 1.364 0.707 -0.608
N 0.641 -0.411 -0.895
C -0.611 -0.041 -1.329
H -1.517 1.867 -1.688
H 0.952 2.831 -0.764
H 2.374 0.610 -0.244
H 0.932 -1.365 -0.765
H -1.326 -0.808 -1.574
C 1.756 5.056 2.768
C 1.230 3.894 2.119
C -0.093 4.148 1.890
N -0.424 5.324 2.480
C 0.719 5.919 2.987
H 2.780 5.189 3.075
H 1.831 3.062 1.799
H -0.802 3.531 1.361
H -1.329 5.756 2.507
H 0.602 6.777 3.628
C -4.546 2.824 -1.854
O -5.631 2.102 -1.250
H -4.750 3.896 -1.871
H -3.636 2.658 -1.274
H -4.472 2.416 -2.855
H -5.881 2.547 -0.438
C -0.176 0.352 -5.031
O 0.746 1.131 -4.277
H -1.181 0.404 -4.598
H -0.152 0.765 -6.033
H 0.111 -0.703 -5.001
H 0.711 0.876 -3.349
C -2.599 -3.361 0.909
O -3.226 -2.422 1.771
H -1.978 -2.854 0.166
H -2.018 -4.047 1.522
H -3.348 -3.966 0.387
H -4.008 -2.082 1.329
C 2.642 -3.243 0.390
O 1.307 -2.812 0.652
H 3.168 -2.457 -0.150
H 3.199 -3.464 1.302
H 2.665 -4.148 -0.227
H 0.984 -3.336 1.390
*
```

Summary:
orbital gap	8.63	eV
HOMO	-8.27	eV
energy relative to the best compared isomer or geometry (same formula, charge and spin)	2.036	eV


The following is a DFT calculation (wB97M-V/def2-TZVPD) of a cluster of 2 separate species, CH6NO2 in total.

Geometry as ORCA input:
```
! wB97M-V def2-TZVPD RIJCOSX def2/J DEFGRID3
* xyz 0 2
N -0.358 -1.416 -0.898
H -0.541 -0.629 -1.476
H 0.054 -1.041 0.103
H -1.028 -2.152 -0.738
H 0.531 -1.796 -1.547
O 1.327 0.264 0.762
C 0.777 1.323 0.847
O -0.554 1.328 0.449
H 0.905 2.240 1.395
H -1.112 1.879 1.102
*
```

Summary:
orbital gap (spin up / spin down)	3.91 / 12.00	eV
<S²>	0.75
HOMO (spin up / spin down)	-3.57 / -11.79	eV
energy relative to the best compared isomer or geometry (same formula, charge and spin)	2.057	eV